1.
# C3H2BeO2

A molecular structure, C3H2BeO2 in a non-equilibrium geometry (wB97M-V/def2-TZVPD, the Open Molecules 2025 dataset).

The geometry in ORCA input format:
```
! wB97M-V def2-TZVPD RIJCOSX def2/J DEFGRID3
* xyz -1 2
H 1.966 0.083 1.216
Be 2.107 0.151 -0.216
O -0.078 -0.877 -0.466
O -0.099 1.225 -0.550
C -1.236 -0.432 0.208
C -1.409 0.896 -0.014
C 0.677 0.177 -0.661
H -1.928 -1.224 0.482
*
```

HOMO-LUMO gap (alpha / beta), eV: 5.49 / 8.18

Atom charges from the Mulliken analysis, given in e for atoms 1 to 2: number 1, H, carries -0.114; number 2, Be, carries -0.858

2.
# C35H54N5O10RuS4

A molecular structure, C35H54N5O10RuS4 in a non-equilibrium geometry (wB97M-V/def2-TZVPD, the Open Molecules 2025 dataset).

The geometry in ORCA input format:
```
! wB97M-V def2-TZVPD RIJCOSX def2/J DEFGRID3
* xyz 0 6
Ru 0.172 -0.072 1.184
C 2.922 0.971 4.202
O 2.968 0.092 3.127
C 3.360 -1.213 3.439
C 3.173 -2.135 2.253
O 1.884 -2.442 1.791
C 1.086 -3.447 2.441
C 0.490 -2.986 3.663
O -0.357 -1.914 3.321
C -1.002 -1.345 4.434
H 3.990 1.171 4.501
H 2.502 1.944 3.838
H 2.230 0.554 4.984
H 4.437 -1.226 3.696
H 2.870 -1.603 4.334
H 3.745 -1.707 1.451
H 3.651 -3.100 2.516
H 0.296 -3.743 1.751
H 1.658 -4.371 2.596
H -0.111 -3.811 4.157
H 1.212 -2.633 4.438
H -1.949 -1.798 4.673
H -0.431 -1.515 5.308
H -1.061 -0.258 4.302
S -0.666 4.025 -3.884
C -0.184 3.426 -5.437
C -0.153 2.082 -5.411
N -0.543 1.501 -4.253
C -0.830 2.385 -3.369
H 0.127 4.063 -6.227
H 0.202 1.455 -6.198
H -1.163 2.111 -2.377
C 4.284 6.900 -1.987
C 3.263 5.789 -1.979
S 3.152 4.783 -3.503
O 2.168 5.312 -4.404
O 4.485 4.546 -3.989
C 2.490 3.233 -2.888
C 3.612 2.390 -2.261
N 3.113 1.212 -1.667
C 2.705 1.170 -0.356
N 2.195 -0.018 -0.074
C 2.330 -0.804 -1.196
C 2.839 -0.061 -2.220
N 2.813 -0.464 -3.598
O 2.863 -1.634 -3.821
O 2.625 0.464 -4.382
C 3.046 2.225 0.632
H 4.221 7.520 -1.074
H 4.144 7.545 -2.853
H 5.295 6.489 -2.070
H 2.275 6.158 -1.791
H 3.511 5.120 -1.156
H 2.118 2.762 -3.798
H 1.667 3.525 -2.195
H 4.010 2.937 -1.422
H 4.359 2.161 -2.985
H 2.136 -1.820 -1.279
H 4.129 2.504 0.531
H 2.936 1.809 1.655
H 2.370 3.087 0.560
O 0.431 1.473 2.845
S -0.026 2.839 2.350
O 1.021 3.777 2.240
O -1.180 3.296 3.085
S -0.441 2.189 0.288
C -6.473 -2.329 1.974
C -5.293 -1.394 2.082
C -5.338 -0.258 2.936
C -4.236 0.560 3.000
C -4.334 1.859 3.744
C -3.034 0.168 2.375
C -2.915 -0.952 1.504
C -4.160 -1.680 1.409
N -1.810 -1.166 0.752
C -1.829 -2.071 -0.402
C -2.000 -3.588 -0.080
C -1.911 -4.426 -1.376
C -2.987 -3.933 -2.361
C -2.767 -2.451 -2.721
C -1.396 -2.279 -3.323
C -0.312 -2.720 -2.317
C -0.510 -4.211 -1.927
C -0.459 -1.943 -0.992
C -2.871 -1.590 -1.445
H -7.397 -1.773 2.013
H -6.475 -3.104 2.813
H -6.349 -2.771 0.984
H -6.305 -0.101 3.440
H -5.296 2.368 3.616
H -3.532 2.526 3.379
H -4.233 1.631 4.823
H -2.091 0.704 2.485
H -4.193 -2.548 0.799
H -2.922 -3.871 0.472
H -1.098 -3.911 0.521
H -2.068 -5.494 -1.172
H -3.977 -3.997 -1.910
H -2.985 -4.520 -3.251
H -3.492 -2.158 -3.493
H -1.110 -1.259 -3.609
H -1.274 -2.842 -4.236
H 0.685 -2.659 -2.805
H 0.229 -4.575 -1.187
H -0.381 -4.834 -2.796
H -0.329 -0.894 -1.238
H 0.223 -2.284 -0.228
H -3.895 -1.576 -1.051
H -2.584 -0.526 -1.684
*
```

HOMO-LUMO gap (alpha / beta), eV: 6.86 / 6.10

Atom charges from the Mulliken analysis, given in e for atoms 1 to 2: number 1, Ru, carries 2.391; number 2, C, carries -0.865

3.
# C30H66O14P2

8 unconnected molecules or ions with the total composition C30H66O14P2 in a non-equilibrium geometry (wB97M-V/def2-TZVPD, the Open Molecules 2025 dataset).

The geometry in ORCA input format:
```
! wB97M-V def2-TZVPD RIJCOSX def2/J DEFGRID3
* xyz 0 1
C 28.587 -15.780 25.080
O 28.740 -15.172 23.800
P 27.477 -14.297 23.158
O 26.160 -14.952 22.885
O 27.406 -13.014 24.147
C 26.336 -12.030 24.089
O 28.170 -13.698 21.875
C 28.178 -14.491 20.603
H 28.030 -15.109 25.734
H 29.477 -16.061 25.643
H 28.037 -16.717 24.995
H 25.870 -11.810 25.049
H 25.763 -12.091 23.164
H 26.950 -11.145 23.922
H 27.822 -14.002 19.696
H 27.540 -15.369 20.694
H 29.203 -14.793 20.385
C 34.352 -18.206 18.556
O 33.854 -17.123 19.330
P 33.695 -17.296 20.951
O 34.980 -17.212 21.736
O 32.957 -18.765 21.127
C 33.153 -19.579 22.325
O 32.575 -16.181 21.324
C 31.850 -16.430 22.500
H 33.619 -18.445 17.786
H 34.517 -19.161 19.055
H 35.252 -17.940 18.000
H 32.764 -20.509 21.910
H 32.538 -19.235 23.156
H 34.186 -19.744 22.631
H 32.531 -16.559 23.341
H 31.152 -17.268 22.507
H 31.292 -15.498 22.585
C 22.133 -10.631 29.143
C 23.322 -9.756 28.642
C 24.067 -10.585 27.561
O 23.023 -11.622 27.243
C 21.764 -11.304 27.784
H 21.349 -10.091 29.676
H 22.579 -11.389 29.786
H 23.937 -9.375 29.457
H 23.020 -8.890 28.054
H 24.990 -11.023 27.942
H 24.487 -9.936 26.792
H 21.209 -12.237 27.884
H 21.102 -10.696 27.168
C 31.031 -9.673 21.006
C 29.746 -9.262 21.724
C 29.595 -10.466 22.700
O 30.915 -10.866 22.979
C 31.830 -10.170 22.120
H 31.341 -8.954 20.247
H 30.600 -10.531 20.490
H 28.834 -9.153 21.137
H 29.965 -8.331 22.247
H 29.172 -11.373 22.267
H 29.058 -10.129 23.586
H 32.729 -10.682 21.776
H 32.162 -9.322 22.720
C 27.954 -20.976 23.281
C 29.340 -20.550 23.003
C 29.761 -20.258 24.433
O 28.682 -19.445 24.826
C 27.461 -19.855 24.153
H 27.835 -21.890 23.863
H 27.214 -21.030 22.483
H 29.443 -19.703 22.324
H 30.057 -21.256 22.582
H 30.704 -19.713 24.491
H 29.845 -21.148 25.056
H 27.200 -19.001 23.527
H 26.636 -20.155 24.798
C 31.864 -12.744 19.031
C 30.915 -12.033 18.111
C 30.535 -13.193 17.224
O 30.992 -14.386 17.786
C 32.161 -14.118 18.456
H 31.459 -12.961 20.020
H 32.793 -12.173 19.036
H 31.257 -11.149 17.574
H 30.081 -11.804 18.774
H 30.964 -13.202 16.222
H 29.448 -13.248 17.179
H 33.126 -14.135 17.950
H 32.369 -14.910 19.176
C 23.074 -7.987 22.031
C 21.748 -8.336 22.662
C 22.068 -8.826 24.101
O 23.490 -8.827 24.176
C 24.042 -8.885 22.883
H 23.257 -6.913 22.073
H 23.086 -8.453 21.045
H 21.407 -9.132 22.001
H 20.996 -7.563 22.500
H 21.495 -9.732 24.295
H 21.738 -8.015 24.751
H 24.079 -9.920 22.543
H 25.093 -8.595 22.866
C 26.503 -16.796 28.463
C 25.947 -15.763 27.540
C 26.462 -14.440 27.817
O 27.612 -14.691 28.544
C 27.777 -16.081 28.905
H 26.535 -17.789 28.014
H 25.784 -16.813 29.283
H 24.869 -15.665 27.666
H 26.064 -15.995 26.481
H 25.736 -13.970 28.482
H 26.687 -13.839 26.936
H 27.695 -16.290 29.971
H 28.650 -16.472 28.382
*
```

HOMO-LUMO gap, eV: 9.90
SMILES: COP(=O)(OC)OC.COP(=O)(OC)OC.C1CCOC1.C1CCOC1.C1CCOC1.C1CCOC1.C1CCOC1.C1CCOC1

Atom charges from the Mulliken analysis, given in e for atoms 1 to 2: number 1, C, carries -0.208; number 2, O, carries 0.112